i | Here is a 2-piece molecular cluster, C5H13NO3S overall from the OMol25 dataset. Energies are from ωB97M-V/def2-TZVPD.

Bonds (Å) are listed after each position.
Cartesian coordinates (Å):
1 H -2.115 -1.726 0.477  O7 0.942
2 H 0.536 2.094 1.414  C12 1.135
3 H -1.302 -0.122 1.558  C21 1.057
4 H 1.419 0.298 -2.912  C6 1.146
5 H -1.351 2.543 1.581  C12 1.138
6 C 1.703 0.534 -1.827  H4 1.146, N8 1.458, H13 1.181, H22 1.091
7 O -2.022 -1.424 -0.411  H1 0.942, S17 1.631
8 N 1.225 -0.610 -1.060  C6 1.458, H10 1.044, C14 1.400
9 H 1.622 -2.364 1.358  C11 1.082
10 H 0.305 -0.904 -1.457  N8 1.044
11 C 0.735 -1.844 1.023  H9 1.082, C14 1.442, H15 1.117, H16 1.071
12 C -0.528 1.975 1.037  H2 1.135, H5 1.138, C21 1.497, H23 1.054
13 H 2.876 0.649 -1.747  C6 1.181
14 C 1.078 -0.625 0.332  N8 1.400, C11 1.442, H18 1.129
15 H 0.139 -1.699 1.957  C11 1.117
16 H 0.074 -2.555 0.570  C11 1.071
17 S -1.809 0.193 -0.434  O7 1.631, O19 1.464, O20 1.418, C21 1.698
18 H 1.841 -0.073 0.955  C14 1.129
19 O -3.074 0.832 -0.067  S17 1.464
20 O -1.294 0.500 -1.719  S17 1.418
21 C -0.787 0.509 0.885  H3 1.057, C12 1.497, S17 1.698
22 H 1.281 1.501 -1.553  C6 1.091
23 H -0.553 2.319 0.041  C12 1.054

Values from the calculation:
2S+1 = 1

***

ii | Here is a 2-piece molecular cluster, C5H13NO3S overall from the OMol25 dataset. Energies are from ωB97M-V/def2-TZVPD.

Bonds (Å) are listed after each position.
Cartesian coordinates (Å):
1 H 2.354 -0.876 -1.306  C21 1.091
2 C 0.526 0.220 1.813  H5 1.020, N6 1.450, H11 1.096, H12 1.053
3 H -0.477 1.771 -1.063  C15 1.122
4 O -2.138 0.124 -1.836  S19 1.454
5 H 0.323 0.932 2.515  C2 1.020
6 N -0.266 0.485 0.628  C2 1.450, C13 1.466, C15 1.471, C17 1.460
7 O -0.986 -1.936 -2.485  S19 1.414
8 O 0.202 0.165 -2.679  S19 1.473
9 H -2.043 1.615 1.010  C13 1.005
10 H -2.256 0.149 0.156  C13 1.081
11 H 1.600 0.224 1.599  C2 1.096
12 H 0.204 -0.655 2.301  C2 1.053
13 C -1.691 0.679 0.910  N6 1.466, H9 1.005, H10 1.081, H23 1.053
14 H 1.197 1.314 -0.709  C15 1.141
15 C 0.217 1.602 -0.198  H3 1.122, N6 1.471, H14 1.141, H20 1.147
16 H 1.852 -2.391 -1.009  C21 1.001
17 C -0.259 -0.709 -0.214  N6 1.460, H18 1.039, S19 1.945
18 H -0.581 -1.557 0.292  C17 1.039
19 S -0.892 -0.594 -2.049  O4 1.454, O7 1.414, O8 1.473, C17 1.945
20 H 0.341 2.514 0.487  C15 1.147
21 C 2.056 -1.552 -0.503  H1 1.091, H16 1.001, H22 1.122
22 H 2.498 -1.681 0.520  C21 1.122
23 H -1.782 0.158 1.820  C13 1.053

Values from the calculation:
2S+1 = 1

***

Pick the least stable structure from those above. Pick: ii